{"formula": "C45H46AsClN2O4P2SSnTe", "method": "ωB97M-V/def2-TZVPD", "lumo_energy_ha": -0.21124, "de_lowest_kcal_mol": 24.8, "charge": 2, "gap_ev": 6.855, "energy_ha": -6411.6120, "species": ["Sn", "C", "N", "P", "C", "C", "C", "C", "C", "C", "C", "C", "C", "C", "C", "C", "P", "C", "C", "C", "C", "C", "C", "C", "C", "C", "C", "C", "C", "H", "H", "H", "H", "H", "H", "H", "H", "H", "H", "H", "H", "H", "H", "H", "H", "H", "H", "H", "H", "H", "H", "H", "Cl", "C", "C", "C", "C", "O", "C", "C", "O", "C", "H", "H", "H", "H", "O", "C", "N", "C", "O", "C", "C", "C", "C", "C", "C", "H", "H", "H", "H", "C", "As", "C", "C", "S", "H", "H", "H", "H", "H", "H", "H", "H", "H", "C", "Te", "C", "H", "H", "H", "H", "H", "H"], "coordinates": [[-0.53, -0.15, -0.04], [2.86, -1.49, 2.98], [1.88, -0.96, 2.01], [0.25, -0.84, 2.47], [-0.14, -2.19, 3.61], [-0.73, -3.34, 3.11], [-0.98, -4.41, 3.95], [-0.65, -4.32, 5.30], [-0.08, -3.17, 5.81], [0.18, -2.09, 4.97], [0.10, 0.66, 3.46], [-1.16, 0.93, 4.02], [-1.37, 2.11, 4.71], [-0.34, 3.03, 4.84], [0.91, 2.77, 4.28], [1.12, 1.59, 3.58], [2.02, -1.31, 0.32], [2.71, -2.99, 0.33], [4.06, -3.26, 0.14], [4.53, -4.56, 0.24], [3.65, -5.60, 0.51], [2.29, -5.34, 0.68], [1.83, -4.04, 0.58], [3.40, -0.29, -0.29], [4.20, 0.48, 0.55], [5.30, 1.14, 0.04], [5.62, 1.04, -1.31], [4.80, 0.31, -2.16], [3.69, -0.35, -1.65], [2.57, -2.48, 3.35], [2.94, -0.81, 3.83], [3.83, -1.58, 2.51], [-1.01, -3.39, 2.07], [-1.45, -5.31, 3.56], [-0.85, -5.16, 5.96], [0.16, -3.10, 6.86], [0.61, -1.18, 5.37], [-1.95, 0.20, 3.93], [-2.33, 2.31, 5.17], [-0.50, 3.95, 5.38], [1.71, 3.49, 4.40], [2.09, 1.39, 3.13], [4.76, -2.46, -0.08], [5.58, -4.77, 0.10], [4.02, -6.61, 0.59], [1.60, -6.15, 0.88], [0.77, -3.83, 0.68], [3.96, 0.58, 1.60], [5.94, 1.72, 0.70], [6.50, 1.54, -1.69], [5.04, 0.24, -3.21], [3.08, -0.96, -2.31], [6.32, 5.40, -1.26], [4.85, 4.66, -0.74], [4.49, 4.74, 0.62], [3.34, 4.15, 1.09], [2.50, 3.45, 0.21], [1.43, 2.84, 0.64], [2.86, 3.39, -1.17], [2.03, 2.72, -2.07], [0.86, 2.27, -1.84], [4.06, 3.99, -1.62], [5.14, 5.27, 1.30], [3.06, 4.22, 2.13], [2.39, 2.55, -3.09], [4.33, 3.93, -2.67], [-2.71, -0.35, -2.19], [-1.80, -1.08, -2.60], [-0.69, -1.38, -1.85], [0.22, -2.09, -2.64], [1.33, -2.42, -2.30], [-0.43, -2.33, -3.96], [0.03, -2.96, -5.10], [-0.81, -2.97, -6.21], [-2.07, -2.38, -6.17], [-2.52, -1.73, -5.02], [-1.68, -1.72, -3.93], [1.01, -3.42, -5.12], [-0.48, -3.45, -7.12], [-2.70, -2.41, -7.04], [-3.50, -1.26, -4.99], [-4.83, 0.84, -0.97], [-4.52, -0.84, -0.09], [-4.94, -2.30, -1.27], [-5.85, -0.91, 1.29], [-2.69, -1.11, 1.01], [-5.91, 0.93, -1.09], [-4.34, 0.85, -1.94], [-4.46, 1.64, -0.34], [-5.98, -2.21, -1.56], [-4.78, -3.23, -0.73], [-4.30, -2.27, -2.15], [-6.85, -0.92, 0.85], [-5.74, -0.03, 1.93], [-5.71, -1.81, 1.89], [-1.71, 2.99, -2.13], [-0.46, 3.11, -0.39], [0.09, 5.10, -0.89], [-2.52, 3.70, -1.98], [-2.10, 1.98, -2.20], [-1.15, 3.24, -3.03], [0.42, 5.16, -1.92], [0.85, 5.47, -0.21], [-0.82, 5.69, -0.76]], "mulliken_charge": [0.48, -1.27, 1.17, -0.14, 0.84, -0.19, -1.04, -0.57, -0.78, -0.52, 0.80, -0.51, -0.76, -0.71, -0.76, -0.15, -0.28, 1.33, -0.68, -0.71, -0.68, -0.81, -0.67, 1.53, -0.50, -0.65, -0.79, -0.79, -0.75, 0.29, 0.26, 0.62, 0.28, 0.48, 0.42, 0.45, 0.44, 0.45, 0.48, 0.44, 0.45, 0.19, 0.41, 0.46, 0.42, 0.49, 0.26, 0.10, 0.49, 0.46, 0.47, 0.51, -0.18, -0.05, -0.63, -0.71, 0.70, -0.60, 1.73, -0.80, -0.34, -1.10, 0.50, 0.45, 0.46, 0.52, -0.51, 0.11, 0.68, -0.11, -0.60, -0.01, -0.24, -0.61, -0.81, -0.29, 0.24, 0.56, 0.43, 0.45, 0.55, -1.02, 0.96, -0.97, -1.13, -0.48, 0.53, 0.23, 0.31, 0.46, 0.38, 0.16, 0.44, 0.38, 0.40, -0.70, 0.77, -1.09, 0.47, -0.17, 0.41, 0.34, 0.28, 0.51]}


{"formula": "C21H37O9", "method": "ωB97M-V/def2-TZVPD", "lumo_energy_ha": 0.05822, "charge": -1, "gap_ev": 2.568, "energy_ha": -1499.2687, "species": ["C", "C", "C", "C", "C", "C", "C", "C", "C", "C", "C", "C", "H", "H", "H", "H", "H", "H", "H", "H", "H", "H", "H", "H", "H", "H", "H", "H", "H", "H", "H", "H", "H", "H", "H", "H", "H", "C", "C", "O", "C", "O", "O", "H", "H", "H", "H", "C", "C", "O", "C", "O", "O", "H", "H", "H", "H", "C", "C", "O", "C", "O", "O", "H", "H", "H", "H"], "coordinates": [[6.91, -4.33, -0.75], [6.65, -3.70, -2.28], [6.74, -2.06, -2.32], [5.45, -1.33, -3.05], [4.39, -0.64, -2.00], [3.05, -1.54, -1.68], [1.75, -0.70, -2.23], [0.31, -1.20, -1.65], [-0.46, -2.06, -2.86], [-1.43, -3.24, -2.19], [-2.87, -2.60, -1.65], [-4.05, -3.56, -2.33], [7.38, -5.39, -0.98], [7.81, -3.74, -0.24], [7.54, -4.15, -2.93], [5.66, -4.14, -2.72], [6.89, -1.63, -1.23], [7.71, -1.78, -2.95], [4.92, -2.03, -3.87], [5.92, -0.44, -3.69], [4.01, 0.38, -2.47], [4.96, -0.39, -0.99], [2.97, -1.59, -0.49], [3.13, -2.64, -2.08], [1.77, -0.77, -3.42], [1.89, 0.42, -1.92], [0.39, -1.85, -0.66], [-0.44, -0.32, -1.39], [0.37, -2.49, -3.57], [-1.13, -1.32, -3.52], [-1.63, -4.03, -3.06], [-0.87, -3.79, -1.30], [-3.00, -1.46, -1.97], [-2.95, -2.73, -0.47], [-3.69, -4.66, -2.15], [-4.13, -3.38, -3.49], [-5.08, -3.34, -1.77], [-5.48, -1.09, 1.39], [-4.65, 0.07, 1.85], [-4.01, 0.50, 0.67], [-4.79, 0.09, -0.38], [-4.62, 0.43, -1.54], [-5.77, -0.76, 0.04], [-6.40, -1.19, 1.97], [-4.93, -2.03, 1.42], [-5.25, 0.89, 2.25], [-3.91, -0.23, 2.60], [-2.09, 4.48, -0.01], [-3.18, 3.48, 0.18], [-3.32, 3.42, 1.59], [-2.85, 4.60, 2.08], [-2.97, 4.96, 3.24], [-2.22, 5.33, 1.11], [-2.21, 5.05, -0.94], [-1.10, 4.02, 0.00], [-4.13, 3.80, -0.25], [-2.92, 2.49, -0.22], [-0.79, 4.37, 5.60], [-0.38, 5.26, 6.73], [0.88, 4.73, 7.11], [1.38, 4.07, 6.02], [2.52, 3.64, 5.94], [0.44, 3.96, 5.04], [-1.40, 4.90, 4.86], [-1.34, 3.49, 5.94], [-0.24, 6.30, 6.42], [-1.08, 5.22, 7.57]], "mulliken_charge": [-0.65, -0.53, -0.54, -0.55, -0.58, -0.46, -0.73, -0.09, -0.74, -0.62, 0.17, -1.07, -0.01, -0.10, 0.20, 0.21, 0.25, 0.24, 0.24, 0.29, 0.30, 0.28, 0.24, 0.23, 0.20, 0.33, 0.38, -0.08, 0.42, 0.23, 0.31, 0.27, -0.02, 0.13, 0.32, 0.28, 0.23, -0.33, -0.41, -0.20, 0.67, -0.58, -0.33, 0.31, 0.25, 0.28, 0.33, -0.38, 0.02, -0.22, 0.61, -0.62, -0.32, 0.31, 0.28, 0.24, 0.06, -0.05, -0.34, -0.31, 0.63, -0.55, -0.27, 0.12, 0.23, 0.27, 0.30]}


{"formula": "C2H6N2P", "method": "ωB97M-V/def2-TZVPD", "lumo_energy_ha": -0.25951, "de_lowest_kcal_mol": 88.4, "charge": 1, "gap_ev": 8.047, "energy_ha": -530.2699, "species": ["C", "C", "N", "N", "P", "H", "H", "H", "H", "H", "H"], "coordinates": [[-0.83, -0.09, 1.03], [0.71, 0.07, -1.57], [-1.61, -0.18, -0.21], [0.60, -0.12, 0.77], [-1.08, -0.01, -1.65], [-1.24, 0.79, 1.50], [-1.18, -0.91, 1.53], [0.90, 1.10, -1.92], [1.52, -0.58, -1.40], [1.14, 0.81, 0.75], [1.08, -0.88, 1.15]], "mulliken_charge": [-0.28, -0.22, -0.20, -0.45, 0.18, 0.29, 0.33, 0.35, 0.37, 0.36, 0.27]}


{"formula": "C2H8N6", "method": "ωB97M-V/def2-TZVPD", "lumo_energy_ha": 0.01736, "de_lowest_kcal_mol": 94.3, "charge": 0, "gap_ev": 9.618, "energy_ha": -409.3863, "species": ["C", "C", "N", "N", "N", "N", "N", "N", "H", "H", "H", "H", "H", "H", "H", "H"], "coordinates": [[0.43, -1.70, -1.57], [1.11, -1.36, -0.24], [-1.99, 2.98, 1.59], [-2.74, 2.75, 2.39], [-1.28, 3.41, 0.74], [-0.60, -0.50, 1.20], [0.61, 0.94, 0.07], [0.33, -0.25, 0.39], [-0.59, -2.04, -1.39], [0.97, -2.49, -2.09], [0.39, -0.82, -2.21], [2.13, -1.01, -0.41], [1.13, -2.21, 0.43], [-0.57, 2.82, 0.32], [-0.73, -1.50, 1.36], [1.39, 0.99, -0.58]], "mulliken_charge": [-0.90, -0.57, 0.84, -0.41, -0.77, -0.81, -0.78, 1.03, 0.30, 0.33, 0.32, 0.30, 0.32, 0.38, 0.23, 0.17]}